--- P ---
Here is a single C19H23N3O2 molecule from the OMol25 dataset. Energies are from ωB97M-V/def2-TZVPD.

As for the SMILES: C=C(C)c1cccc(C(C)(C)NC(=O)Nc2ccc(OC)nc2)c1. As for the frontier orbital gap: 0.3260 hartree. The HOMO energy is -0.3026 Eh.

Structure (ORCA input):
```
! wB97M-V def2-TZVPD RIJCOSX def2/J DEFGRID3
* xyz 0 1
O -0.67 -1.43 -1.26
O 6.36 1.02 0.44
N 1.54 -1.01 -1.16
N 5.12 -0.57 -0.68
N 0.18 -0.50 0.64
C 2.73 -0.44 -0.72
C -4.40 0.44 -0.27
C -2.14 0.20 0.57
C -4.03 1.63 -0.88
C 7.49 0.27 0.05
C 3.94 -1.04 -1.05
C -1.79 1.39 -0.05
C 2.79 0.76 0.00
C 0.27 -1.00 -0.62
C -0.85 0.25 2.69
C 4.01 1.25 0.39
C -6.88 0.92 -0.35
C -3.44 -0.26 0.46
C -5.77 -0.08 -0.37
C -1.44 -1.98 1.71
C -6.01 -1.38 -0.49
C -2.74 2.10 -0.77
C 5.16 0.54 0.04
C -1.08 -0.53 1.39
H -3.74 -1.18 0.95
H 1.02 -0.46 1.19
H 7.55 0.21 -1.04
H -1.78 0.30 3.26
H -4.75 2.19 -1.46
H -0.10 -0.25 3.31
H -5.22 -2.11 -0.55
H 4.10 2.17 0.94
H 1.89 1.31 0.22
H -7.02 -1.77 -0.56
H 7.44 -0.74 0.45
H -0.59 -2.47 2.18
H 3.97 -1.95 -1.64
H -6.71 1.67 0.43
H -7.84 0.44 -0.16
H -2.29 -2.04 2.38
H -0.78 1.77 0.02
H -2.45 3.02 -1.26
H -1.67 -2.51 0.79
H -6.95 1.44 -1.31
H -0.53 1.26 2.48
H 8.35 0.80 0.45
H 1.60 -1.57 -2.01
*
```

Atom charges from the natural (NBO) analysis, given in e for atoms 1 to 8: -0.6382, -0.4906, -0.6318, -0.4750, -0.6611, 0.0811, -0.0674, -0.0142



--- Q ---
Here is a single C19H23N3O2 molecule from the OMol25 dataset. Energies are from ωB97M-V/def2-TZVPD.

As for the SMILES: CCCCn1cnc2cc(NCc3cccc(OC)c3O)ccc21. As for the frontier orbital gap: 0.2968 hartree. The HOMO energy is -0.2649 Eh.

Structure (ORCA input):
```
! wB97M-V def2-TZVPD RIJCOSX def2/J DEFGRID3
* xyz 0 1
O -4.39 1.46 0.87
O -2.81 1.91 -1.20
N -0.48 -2.22 -1.08
N 1.40 -3.00 -0.14
N 1.05 2.45 -0.85
C -3.20 2.09 1.15
C 5.32 -3.34 -0.80
C 2.32 0.59 -0.02
C -0.23 3.10 -1.02
C 1.54 -1.63 -0.21
C 3.12 -4.61 -0.84
C -2.38 2.31 0.03
C 2.36 -3.97 0.32
C -2.77 2.49 2.40
C 2.53 -0.75 0.19
C 4.04 -3.64 -1.58
C 0.14 0.20 -1.01
C 0.35 -1.16 -0.80
C -0.74 3.33 1.44
C 0.18 -3.27 -0.68
C -1.54 3.12 2.54
C -1.14 2.93 0.17
C -5.23 1.13 1.95
C 1.14 1.08 -0.62
H -0.72 2.69 -1.91
H -4.73 0.46 2.65
H 3.45 -1.09 0.65
H 4.32 -4.08 -2.54
H 3.70 -5.45 -0.46
H -1.22 3.44 3.52
H -3.38 2.33 3.27
H 3.51 -2.71 -1.78
H 5.95 -2.66 -1.36
H 1.82 -4.74 0.88
H 3.05 -3.47 1.00
H 3.08 1.30 0.28
H -6.08 0.62 1.50
H -0.77 0.53 -1.47
H 2.38 -5.01 -1.55
H 1.70 2.98 -0.29
H -3.65 1.45 -1.08
H -0.04 4.16 -1.19
H -5.58 2.03 2.47
H 5.10 -2.89 0.16
H 0.22 3.82 1.56
H -0.20 -4.27 -0.75
H 5.88 -4.26 -0.62
*
```

Atom charges from the natural (NBO) analysis, given in e for atoms 1 to 8: -0.5200, -0.6867, -0.4829, -0.3656, -0.5913, 0.2162, -0.6052, -0.2424



Relative energies, in eV, with the most stable structure set to zero: P 0.000; Q 0.208.



--- P ---
Here is 2 unconnected molecules or ions with the total composition BrCl2HNP from the OMol25 dataset. Energies are from ωB97M-V/def2-TZVPD.

As for the frontier orbital gap (spin up / spin down): 0.2474 / 0.2475 hartree. The HOMO energy (spin up / spin down) is -0.3699 / -0.3699 Eh.

Structure (ORCA input):
```
! wB97M-V def2-TZVPD RIJCOSX def2/J DEFGRID3
* xyz 0 1
Br 3.37 1.43 0.90
Cl 3.22 -1.77 -1.56
Cl 1.75 -1.44 2.11
P 1.80 -0.18 0.59
N 0.36 0.35 0.16
H -0.15 -0.47 -0.08
*
```

Taken from the natural (NBO) analysis, the atomic charges in e are: -0.0366, -0.5048, -0.1434, 1.3700, -1.0721, 0.3870



--- Q ---
Here is a single BrCl2HNP molecule from the OMol25 dataset. Energies are from ωB97M-V/def2-TZVPD.

As for the SMILES: N=P(Cl)(Cl)Br. As for the frontier orbital gap: 0.3438 hartree. The HOMO energy is -0.3848 Eh.

Structure (ORCA input):
```
! wB97M-V def2-TZVPD RIJCOSX def2/J DEFGRID3
* xyz 0 1
Br 1.29 1.73 -0.40
Cl 1.02 -1.19 1.38
Cl 0.78 -1.33 -1.78
P 0.12 -0.13 0.00
N -1.36 0.04 0.49
H -1.85 0.88 0.32
*
```

Taken from the natural (NBO) analysis, the atomic charges in e are: -0.1379, -0.1717, -0.3017, 1.4013, -1.1897, 0.3997



Relative energies, in eV, with the most stable structure set to zero: P 2.330; Q 0.000.



--- P ---
Here is a single C6H15N molecule from the OMol25 dataset. Energies are from ωB97M-V/def2-TZVPD.

As for the SMILES: CC[C@@H](C)[C@H](C)N. As for the frontier orbital gap: 0.3703 hartree. The HOMO energy is -0.3306 Eh.

Structure (ORCA input):
```
! wB97M-V def2-TZVPD RIJCOSX def2/J DEFGRID3
* xyz 0 1
N -0.41 -0.64 -2.41
C 2.01 0.44 1.72
C -0.58 0.15 -1.21
C 0.25 -0.24 0.05
C -2.04 0.54 -0.91
C 0.98 0.93 0.66
C -0.52 -1.16 0.98
H -2.69 -0.34 -0.88
H 0.40 -0.41 -2.96
H -2.37 1.19 -1.72
H -1.31 -1.71 0.47
H 0.38 1.70 1.14
H 2.44 -0.55 1.55
H 0.03 -1.93 1.53
H 1.00 -0.91 -0.38
H -2.01 1.11 0.02
H 2.85 1.14 1.82
H -0.99 -0.63 1.83
H -0.16 1.12 -1.51
H -0.32 -1.65 -2.34
H 1.56 1.44 -0.12
H 1.49 0.43 2.67
*
```

Atom charges from the natural (NBO) analysis, given in e for atoms 1 to 8: -0.8517, -0.6081, -0.0261, -0.2388, -0.6132, -0.3926, -0.6257, 0.2042



--- Q ---
Here is 2 unconnected molecules or ions with the total composition C6H15N from the OMol25 dataset. Energies are from ωB97M-V/def2-TZVPD.

As for the SMILES: C=CCC.CCN. As for the frontier orbital gap: 0.3750 hartree. The HOMO energy is -0.3375 Eh.

Structure (ORCA input):
```
! wB97M-V def2-TZVPD RIJCOSX def2/J DEFGRID3
* xyz 0 1
N 0.31 2.02 1.81
C -1.07 -2.53 0.16
C -0.91 3.29 0.08
C 0.23 -2.75 -0.61
C -0.30 1.95 0.47
C 0.73 -1.49 -1.26
C 1.90 -0.93 -1.00
H 1.00 -3.14 0.06
H 0.05 -1.02 -1.96
H -1.37 3.25 -0.91
H -1.07 1.18 0.46
H 0.45 1.66 -0.27
H 0.07 -3.50 -1.39
H -0.11 1.36 2.44
H -1.67 3.58 0.81
H 2.58 -1.38 -0.29
H -0.91 -1.81 0.96
H 2.22 -0.01 -1.48
H -0.15 4.07 0.06
H -1.43 -3.46 0.60
H -1.85 -2.14 -0.50
H 1.30 1.80 1.77
*
```

Atom charges from the natural (NBO) analysis, given in e for atoms 1 to 8: -0.8507, -0.5966, -0.6083, -0.4388, -0.2188, -0.1595, -0.4102, 0.2012



Relative energies, in eV, with the most stable structure set to zero: P 0.000; Q 0.412.



--- P ---
Here is a molecular structure, C3H14N2O from the OMol25 dataset. Energies are from ωB97M-V/def2-TZVPD.

As for the frontier orbital gap: 0.4673 hartree. The HOMO energy is -0.7678 Eh.

Structure (ORCA input):
```
! wB97M-V def2-TZVPD RIJCOSX def2/J DEFGRID3
* xyz 2 1
O -1.55 1.75 1.37
N -0.54 -0.55 1.75
N 2.03 0.56 -1.80
C 0.13 -1.27 -0.62
C -0.93 -1.30 0.50
C 0.31 0.21 -0.93
H -0.48 0.68 -1.55
H 2.19 1.57 -1.82
H -0.98 -2.37 0.79
H 1.07 -1.76 -0.28
H -0.26 -1.73 -1.58
H 0.48 -0.47 1.87
H -1.88 -0.87 0.17
H 2.87 0.24 -1.30
H 2.05 0.37 -2.81
H -0.82 -1.03 2.61
H -2.35 1.93 0.86
H 0.72 0.90 -0.16
H -1.12 2.63 1.40
H -0.93 0.50 1.55
*
```

Atom charges from the natural (NBO) analysis, given in e for atoms 1 to 8: -0.9309, -0.7370, -0.8033, -0.4974, -0.2265, -0.0462, 0.2541, 0.4278



--- Q ---
Here is a molecular structure, C3H14N2O from the OMol25 dataset. Energies are from ωB97M-V/def2-TZVPD.

As for the frontier orbital gap: 0.4860 hartree. The HOMO energy is -0.7625 Eh.

Structure (ORCA input):
```
! wB97M-V def2-TZVPD RIJCOSX def2/J DEFGRID3
* xyz 2 1
O 2.26 1.37 0.47
N -2.50 0.96 -0.94
N 1.51 -0.92 -0.35
C -1.05 0.47 0.09
C 0.47 -1.36 0.66
C -0.99 -1.03 0.25
H 0.51 -2.45 0.67
H 1.13 -0.85 -1.30
H 2.26 -1.61 -0.45
H -2.54 0.53 -1.87
H 0.74 -0.89 1.60
H -1.68 -1.27 1.07
H 1.79 0.11 -0.03
H -2.39 1.95 -1.18
H -3.39 0.99 -0.45
H 2.27 1.66 1.40
H 2.30 2.21 -0.01
H -1.11 1.05 1.01
H -1.25 -1.56 -0.67
H -0.47 0.96 -0.69
*
```

Atom charges from the natural (NBO) analysis, given in e for atoms 1 to 8: -0.9372, -0.7683, -0.7273, -0.0834, -0.2199, -0.4802, 0.2636, 0.4195



Relative energies, in eV, with the most stable structure set to zero: P 0.556; Q 0.000.



--- P ---
Here is a molecular structure, C4H5N2 from the OMol25 dataset. Energies are from ωB97M-V/def2-TZVPD.

As for the frontier orbital gap: 0.3485 hartree. The HOMO energy is -0.5313 Eh.

Structure (ORCA input):
```
! wB97M-V def2-TZVPD RIJCOSX def2/J DEFGRID3
* xyz 1 1
N -2.44 -0.50 -1.46
N 0.71 -0.85 0.27
C -1.85 0.35 -0.94
C 0.08 0.09 -0.36
C 1.89 -0.24 0.88
C 0.79 0.75 0.80
H 2.74 -0.26 0.15
H 0.21 1.30 1.50
H -1.88 1.38 -0.80
H -2.70 -1.41 -1.79
H 2.46 -0.60 1.76
*
```

Atom charges from the natural (NBO) analysis, given in e for atoms 1 to 8: -0.4813, -0.2203, 0.3639, 0.1586, -0.2854, -0.0292, 0.2637, 0.2461



--- Q ---
Here is a gas-phase ion, C4H5N2 (charge +1) from the OMol25 dataset. Energies are from ωB97M-V/def2-TZVPD.

As for the SMILES: C#[N+]/C=C1\CN1. As for the frontier orbital gap: 0.3457 hartree. The HOMO energy is -0.5100 Eh.

Structure (ORCA input):
```
! wB97M-V def2-TZVPD RIJCOSX def2/J DEFGRID3
* xyz 1 1
N 1.67 -0.67 0.13
N -1.89 -0.43 0.06
C 0.36 -0.61 0.06
C 1.07 0.67 0.13
C -2.70 0.39 0.07
C -0.83 -1.22 0.02
H 1.14 1.29 -0.75
H 2.39 -1.13 -0.40
H -0.99 -2.29 -0.04
H 1.16 1.20 1.07
H -3.50 1.07 0.09
*
```

Atom charges from the natural (NBO) analysis, given in e for atoms 1 to 8: -0.4933, -0.1522, 0.3111, -0.2394, 0.3638, -0.2498, 0.2229, 0.4434



--- R ---
Here is a molecular structure, C4H5N2 from the OMol25 dataset. Energies are from ωB97M-V/def2-TZVPD.

As for the frontier orbital gap (spin up / spin down): 0.2579 / 0.2690 hartree. The HOMO energy (spin up / spin down) is -0.4547 / -0.4705 Eh.

Structure (ORCA input):
```
! wB97M-V def2-TZVPD RIJCOSX def2/J DEFGRID3
* xyz 1 1
N -0.46 -1.05 0.00
N 1.84 -0.40 -0.08
C -0.32 1.07 0.11
C -3.52 0.29 -0.57
C 0.56 -0.07 -0.23
C -1.20 -0.08 0.57
H -0.76 -1.97 0.04
H 2.64 0.17 -0.09
H -0.80 1.59 -0.76
H 1.91 -1.37 0.05
H 0.10 1.82 0.96
*
```

Atom charges from the natural (NBO) analysis, given in e for atoms 1 to 8: -0.5927, -0.6683, -0.5932, 0.0690, 0.5590, 0.2622, 0.4642, 0.4512



Relative energies, in eV, with the most stable structure set to zero: P 3.161; Q 0.000; R 7.692.